(1)
{
  "formula": "C36H27IN2O2PTi",
  "method": "the ωB97M-V functional and the def2-TZVPD basis",
  "symbols": ["C", "C", "H", "H", "C", "C", "C", "H", "C", "C", "C", "C", "O", "C", "H", "Ti", "C", "C", "C", "C", "H", "I", "C", "H", "C", "H", "C", "H", "H", "C", "C", "H", "H", "H", "O", "N", "C", "H", "C", "C", "H", "C", "H", "H", "C", "C", "P", "H", "C", "C", "C", "C", "C", "H", "N", "H", "C", "H", "C", "H", "C", "C", "H", "H", "H", "H", "C", "H", "C", "H"],
  "xyz": [[0.061, -6.992, -0.240], [3.416, -0.434, 0.669], [-3.780, 1.311, 4.271], [-4.223, 5.237, -2.244], [0.871, 2.380, 0.537], [4.629, -0.353, -1.841], [3.235, -0.548, -1.716], [1.366, 1.458, -2.592], [-4.083, 2.138, -0.885], [-2.422, 4.187, -1.748], [-1.490, -0.431, -2.730], [1.397, 3.645, 0.525], [-1.901, -0.127, -3.823], [-3.747, 0.594, 3.459], [-1.768, 4.983, -2.082], [0.524, -0.568, -0.622], [-0.813, -4.733, 0.207], [-4.349, -0.652, 3.605], [5.087, -0.114, 2.958], [5.407, -0.184, -0.737], [2.372, 3.668, -2.727], [0.868, -0.813, 2.368], [2.000, 4.159, -0.637], [1.336, 4.239, 1.430], [4.824, -0.224, 0.554], [-1.693, -5.181, 0.656], [-3.042, 0.008, 1.221], [2.341, -3.173, -1.343], [-1.449, -2.758, 0.601], [-3.797, 4.329, -1.835], [0.194, -5.553, -0.296], [2.435, 5.149, -0.664], [-5.706, 3.408, -1.465], [-4.776, -2.529, 2.662], [-0.222, -0.549, -2.391], [-0.045, -8.137, -0.195], [-3.656, -1.229, 1.372], [-2.338, -1.733, -1.259], [1.436, -3.584, -0.909], [1.425, 2.078, -1.708], [0.398, 1.996, 1.432], [-2.473, -0.696, -1.578], [-2.611, 1.885, 2.177], [-3.640, -1.943, 0.556], [-3.092, 0.918, 2.281], [1.978, 3.325, -1.777], [-1.966, 0.430, -0.194], [-0.796, 2.913, -1.167], [-0.663, -3.356, 0.140], [-4.630, 3.303, -1.401], [-2.699, 1.990, -0.798], [0.445, -2.702, -0.438], [-1.870, 3.020, -1.229], [6.692, 0.098, 1.580], [0.894, 1.525, -0.553], [2.130, -5.601, -1.211], [2.922, -0.475, 2.004], [6.475, -0.019, -0.825], [-4.306, -1.559, 2.558], [2.657, -0.682, -2.626], [1.331, -4.967, -0.844], [2.590, -0.582, -0.497], [3.261, -0.380, 4.101], [5.710, 0.009, 3.836], [-3.491, -0.530, -1.921], [5.084, -0.329, -2.826], [5.627, -0.064, 1.710], [-4.736, 1.342, -0.543], [3.699, -0.330, 3.113], [-4.842, -0.915, 4.533]],
  "forces_ev_per_angstrom": [[0.060, 0.396, 0.000], [0.109, 0.021, -0.034], [0.014, -0.001, -0.007], [-0.009, -0.013, 0.015], [0.052, -0.145, -0.176], [-0.141, -0.039, -0.176], [0.171, -0.115, 0.077], [0.007, -0.055, -0.013], [-0.081, 0.054, 0.008], [-0.023, -0.051, 0.016], [0.356, -0.065, 0.280], [0.024, 0.008, -0.043], [0.011, -0.024, -0.294], [0.005, -0.013, -0.041], [0.020, -0.021, 0.000], [-0.512, 1.005, 0.422], [-0.056, 0.053, 0.025], [0.024, 0.018, -0.013], [-0.149, -0.020, 0.165], [0.056, 0.014, 0.156], [-0.009, -0.016, 0.020], [0.201, 0.123, -0.194], [-0.017, -0.001, -0.029], [-0.006, -0.020, -0.022], [-0.086, -0.014, -0.061], [0.009, 0.024, 0.001], [0.068, 0.035, 0.001], [0.030, 0.003, -0.014], [-0.011, -0.015, -0.022], [-0.024, -0.032, 0.017], [-0.048, -0.302, 0.015], [-0.014, -0.032, 0.006], [0.019, 0.005, -0.007], [0.009, 0.003, -0.014], [-0.896, 0.180, -0.778], [-0.013, -0.057, 0.003], [-0.153, -0.103, -0.024], [0.010, 0.018, -0.011], [0.000, -0.012, -0.073], [0.144, -0.048, 0.162], [0.004, -0.040, 0.019], [0.094, 0.096, 0.089], [0.001, -0.006, 0.015], [0.004, 0.009, 0.064], [-0.049, -0.030, 0.036], [-0.094, 0.080, 0.121], [-0.439, -0.523, -0.061], [-0.124, 0.041, -0.038], [0.002, 0.022, 0.039], [0.026, -0.035, 0.024], [0.235, 0.111, 0.087], [-0.204, -1.308, 0.223], [-0.048, 0.108, -0.075], [-0.028, -0.001, -0.008], [0.273, 0.652, -0.092], [-0.012, 0.025, -0.024], [-0.176, -0.039, -0.042], [-0.011, -0.007, 0.015], [0.034, 0.030, -0.062], [-0.002, 0.050, -0.064], [0.080, 0.033, -0.045], [1.062, -0.119, 0.525], [0.030, 0.013, 0.007], [-0.022, -0.005, -0.004], [-0.079, 0.001, 0.037], [-0.039, 0.001, -0.006], [0.046, 0.000, -0.110], [0.018, 0.016, -0.015], [0.270, 0.055, 0.034], [-0.004, 0.026, -0.031]],
  "e_tot_ev": -85351.8262,
  "lumo_ev": [2.24, 2.23],
  "orbital_gap_ev": [4.214, 7.554],
  "e_homo_ev": [-1.98, -5.32],
  "s2": 2.022,
  "charge": -1,
  "spin_multiplicity": 3
}


(2)
{
  "formula": "C36H28BeN6O3PS",
  "method": "the ωB97M-V functional and the def2-TZVPD basis",
  "symbols": ["C", "Be", "H", "N", "C", "C", "H", "C", "C", "N", "C", "O", "C", "C", "C", "C", "C", "N", "O", "N", "H", "H", "C", "C", "C", "H", "C", "C", "H", "H", "C", "H", "P", "C", "H", "H", "S", "C", "C", "N", "C", "H", "C", "C", "C", "C", "N", "H", "C", "C", "H", "C", "H", "H", "C", "H", "H", "O", "H", "C", "H", "C", "C", "C", "H", "H", "H", "C", "C", "H", "H", "H", "H", "C", "H", "H"],
  "xyz": [[-2.379, -4.515, -0.375], [-0.225, 0.691, 0.292], [3.687, 1.233, -2.368], [-1.303, 2.395, -1.592], [3.314, 3.041, -1.225], [-2.941, -3.319, 0.078], [2.737, -2.196, 3.949], [-1.696, -1.893, -2.468], [-3.759, 2.212, -0.622], [5.268, 3.440, -2.735], [5.809, 5.449, -1.997], [-2.032, 4.051, 0.179], [-1.784, -0.999, -1.283], [1.982, 1.056, -1.121], [7.232, 4.628, -3.813], [6.528, 6.645, -1.920], [-1.148, 0.951, -3.411], [1.159, 1.605, -0.218], [-1.432, 1.752, 0.793], [-0.445, -2.382, 0.727], [2.467, 0.310, 4.082], [-1.317, -4.596, -0.577], [-3.174, -5.625, -0.600], [2.055, -1.675, 3.291], [7.927, 5.814, -3.723], [-0.273, -3.374, 0.683], [3.063, 1.737, -1.644], [1.299, -2.381, 2.393], [-6.878, 3.442, -0.814], [7.504, 3.868, -4.533], [6.167, 4.468, -2.930], [-5.336, -0.252, -2.352], [-2.034, -1.781, 0.409], [-5.115, -4.369, 0.051], [6.255, 7.404, -1.201], [0.940, 1.395, 2.483], [-2.063, 2.690, -0.234], [-1.381, -1.518, -3.709], [-4.314, -3.263, 0.298], [0.339, -0.355, 1.563], [-4.547, -5.551, -0.393], [-1.341, -2.285, -4.473], [1.915, -0.283, 3.369], [-1.501, 1.115, -1.977], [-4.789, 3.111, -0.454], [4.427, 3.845, -1.730], [4.716, 5.028, -1.264], [-2.727, -6.548, -0.944], [7.582, 6.809, -2.789], [1.398, 2.862, 0.186], [-4.617, 4.054, 0.046], [-6.046, 2.765, -0.950], [-7.215, 1.324, -2.005], [2.618, 4.615, 0.059], [-3.937, 0.995, -1.323], [1.351, -3.460, 2.340], [5.209, 2.595, -3.273], [-0.575, -0.163, -1.118], [-1.927, -2.937, -2.302], [-5.179, 0.676, -1.819], [-6.182, -4.310, 0.224], [-6.234, 1.570, -1.621], [0.399, -1.695, 1.559], [2.456, 3.604, -0.282], [-5.168, -6.418, -0.573], [1.744, 0.050, -1.432], [8.762, 5.988, -4.388], [-2.610, 0.311, -1.296], [1.064, 0.321, 2.489], [-0.926, 1.901, -3.880], [8.161, 7.722, -2.762], [-2.435, 0.476, -0.246], [0.688, 3.279, 0.889], [-1.104, -0.161, -4.148], [-0.852, -0.042, -5.195], [-4.763, -2.351, 0.676]],
  "forces_ev_per_angstrom": [[0.051, 0.002, -0.014], [-0.184, -0.184, -0.402], [0.019, 0.009, -0.007], [-0.017, -0.183, -0.083], [0.046, 0.035, -0.019], [0.101, -0.028, -0.016], [0.010, 0.004, 0.012], [-0.084, -0.076, -0.112], [-0.112, 0.064, -0.054], [0.024, 0.117, 0.036], [-0.052, -0.018, 0.028], [-0.020, 0.050, -0.028], [0.119, 0.119, 0.191], [0.097, 0.189, 0.079], [0.029, 0.032, -0.010], [0.009, -0.024, -0.023], [0.113, -0.109, 0.039], [0.153, -0.031, -0.128], [0.056, 0.206, 0.135], [0.053, -0.059, -0.064], [0.020, -0.018, 0.017], [0.009, 0.017, -0.001], [-0.074, -0.002, 0.010], [0.003, 0.065, -0.002], [0.020, -0.010, -0.024], [-0.006, 0.005, -0.008], [-0.086, -0.052, 0.057], [-0.065, 0.047, -0.003], [0.000, 0.009, 0.000], [-0.001, -0.010, -0.004], [-0.011, -0.056, -0.017], [0.012, -0.005, -0.007], [-0.176, -0.056, -0.016], [-0.037, 0.002, 0.011], [-0.005, 0.007, 0.008], [-0.007, 0.013, 0.008], [-0.021, -0.032, 0.220], [-0.025, -0.025, 0.100], [-0.064, 0.051, 0.020], [0.011, 0.075, 0.148], [0.048, -0.029, -0.012], [-0.010, -0.010, -0.005], [-0.038, -0.041, -0.049], [-0.467, 0.812, -0.473], [0.001, -0.028, 0.009], [-0.046, -0.027, 0.017], [0.033, -0.023, -0.028], [0.010, -0.004, -0.007], [-0.008, 0.012, 0.016], [0.000, 0.029, -0.027], [0.000, 0.013, 0.005], [0.023, 0.024, 0.018], [-0.006, -0.004, -0.002], [0.013, 0.016, -0.006], [0.090, 0.081, 0.157], [-0.007, -0.007, 0.003], [0.002, -0.008, 0.000], [0.301, -0.560, 0.358], [0.012, 0.002, 0.005], [0.006, -0.024, -0.020], [-0.002, 0.002, 0.000], [-0.021, 0.004, 0.010], [0.094, -0.024, 0.023], [-0.068, -0.048, 0.021], [-0.002, -0.006, -0.002], [-0.016, -0.049, -0.024], [0.005, 0.000, -0.001], [0.057, -0.281, -0.253], [0.028, -0.075, 0.123], [0.036, 0.014, 0.002], [0.004, 0.002, 0.000], [0.027, -0.028, 0.005], [0.007, 0.031, 0.013], [-0.040, 0.080, 0.053], [0.010, 0.007, -0.001], [0.016, 0.009, -0.002]],
  "e_tot_ev": -73391.6969,
  "lumo_ev": -2.80,
  "orbital_gap_ev": 7.737,
  "e_homo_ev": -10.54,
  "charge": 1
}


(3)
{
  "formula": "C36H28N10O6S6Ti",
  "method": "the ωB97M-V functional and the def2-TZVPD basis",
  "symbols": ["C", "C", "C", "O", "O", "S", "H", "C", "C", "H", "C", "C", "H", "C", "O", "H", "C", "H", "S", "C", "C", "S", "N", "H", "H", "S", "H", "N", "C", "C", "H", "C", "C", "C", "H", "C", "H", "C", "H", "H", "H", "C", "C", "C", "H", "C", "N", "N", "H", "C", "S", "H", "C", "N", "N", "H", "C", "C", "H", "N", "H", "H", "C", "C", "H", "N", "C", "S", "H", "N", "C", "H", "C", "N", "O", "O", "C", "H", "C", "C", "H", "H", "H", "C", "Ti", "C", "O"],
  "xyz": [[3.011, 1.039, 3.078], [2.039, 0.563, 0.716], [4.228, 1.110, 3.812], [0.828, 0.635, 1.180], [-2.846, 1.121, -2.757], [1.565, 1.391, 3.979], [2.376, -4.525, -1.526], [-5.593, -0.431, 2.074], [-2.182, -2.220, 4.011], [-6.603, -0.562, 2.440], [-0.835, 3.850, -0.257], [1.088, 3.773, -1.322], [-0.346, 1.039, -6.059], [0.206, -1.620, 2.821], [-1.551, 1.044, -0.962], [4.139, 1.383, 4.856], [-0.489, 0.910, -3.124], [2.920, -5.478, -2.914], [-1.471, -3.134, -2.454], [-2.758, 4.130, 1.331], [-3.520, -2.429, 4.552], [-3.236, 3.516, 2.879], [-2.945, -0.079, 1.121], [2.630, 2.547, -1.142], [-1.807, 0.048, -4.586], [-5.430, -3.055, 5.829], [-3.789, 1.046, -0.398], [2.371, 3.412, -1.611], [-1.936, 2.360, 2.787], [-2.108, -1.398, 2.847], [-0.259, 1.927, -3.461], [-5.311, 0.331, 0.913], [-3.220, -0.846, 2.238], [-4.678, -1.833, 3.929], [6.547, 0.303, 1.473], [-0.756, -0.021, -4.308], [3.289, -1.926, -1.732], [-1.684, 3.448, 0.874], [-3.258, 4.974, 0.892], [-6.104, 0.794, 0.342], [-2.039, 1.650, 4.684], [-1.111, 4.808, -1.176], [5.463, 0.857, 3.268], [2.637, -0.962, -3.519], [2.742, 0.032, -3.113], [2.164, -1.149, -4.810], [-0.902, -1.051, 2.270], [-0.028, 0.198, -5.583], [0.354, 0.571, -2.524], [4.429, 0.442, 1.171], [0.244, 5.011, -2.230], [2.212, -4.516, -4.964], [3.060, -4.541, -2.375], [-5.804, -2.113, 4.558], [-0.554, -1.371, -0.476], [1.125, -2.812, 4.303], [0.189, -2.434, 3.917], [-1.740, 1.042, -2.245], [4.473, 0.189, 0.120], [-1.609, 1.523, 3.786], [1.647, -2.534, -6.358], [1.144, -1.378, 2.343], [-1.041, -2.732, 4.553], [2.336, -3.516, -4.564], [-0.572, -1.049, -3.999], [-3.819, -3.136, 5.625], [3.155, 0.693, 1.707], [1.617, 0.247, -5.720], [2.616, 3.413, -2.589], [0.407, 3.274, -0.349], [2.789, -3.355, -3.256], [4.079, -4.514, -1.982], [-4.549, -1.015, 2.728], [-1.287, 2.373, 1.655], [2.169, 1.417, -5.084], [2.265, 0.400, -0.484], [5.581, 0.510, 1.919], [-2.009, 5.386, -1.307], [-4.017, 0.475, 0.493], [2.011, -2.422, -5.345], [6.347, 0.929, 3.894], [-0.629, 1.197, 3.770], [-1.089, -3.345, 5.443], [-0.928, -2.117, -1.296], [-0.886, 0.286, 0.659], [2.951, -2.069, -2.752], [1.887, 0.070, -7.125]],
  "forces_ev_per_angstrom": [[-0.051, -0.046, 0.061], [-0.089, 0.171, 0.043], [-0.044, 0.027, 0.060], [1.677, -0.055, 0.083], [0.027, 0.240, -0.060], [0.265, 0.069, 0.110], [-0.012, -0.046, 0.022], [-0.048, 0.039, -0.061], [-0.146, -0.024, 0.033], [-0.007, 0.010, -0.001], [-0.079, 0.008, 0.040], [-0.294, 0.040, -0.156], [-0.108, -0.076, -0.081], [0.145, -0.049, 0.012], [0.143, 0.787, -0.384], [0.014, -0.013, 0.001], [0.001, 0.263, 0.032], [-0.010, -0.003, 0.010], [0.157, -0.068, 0.137], [0.021, -0.010, 0.052], [-0.066, 0.014, 0.002], [-0.008, -0.041, 0.036], [0.278, 0.051, 0.180], [-0.058, -0.082, -0.057], [0.012, -0.007, 0.075], [0.093, 0.069, -0.107], [0.027, -0.023, 0.004], [0.340, -0.109, -0.069], [0.073, -0.262, 0.334], [0.122, -0.156, 0.002], [0.017, -0.013, -0.086], [0.067, -0.040, 0.057], [-0.150, 0.063, -0.103], [0.029, -0.045, 0.059], [0.009, 0.003, -0.005], [0.177, -0.129, -0.018], [-0.045, 0.056, 0.006], [-0.067, 0.007, 0.026], [0.056, 0.078, -0.002], [-0.005, 0.006, -0.005], [-0.029, -0.016, 0.003], [-0.017, -0.072, -0.075], [0.012, 0.000, -0.013], [0.000, -0.057, -0.006], [-0.054, 0.069, 0.078], [-0.387, -0.106, 0.066], [-0.170, 0.375, 0.199], [0.117, 0.144, 0.170], [0.017, 0.016, 0.094], [-0.028, 0.021, 0.035], [0.057, -0.053, 0.043], [-0.023, -0.005, 0.002], [0.026, 0.007, -0.012], [-0.017, 0.052, -0.090], [0.151, -0.478, -0.513], [0.014, 0.010, 0.006], [-0.087, -0.027, -0.072], [-0.135, -0.566, -0.054], [-0.010, -0.020, -0.045], [-0.207, 0.071, -0.064], [-0.048, -0.022, 0.011], [-0.035, 0.047, 0.055], [0.081, -0.011, 0.023], [0.000, -0.028, -0.016], [-0.039, -0.017, -0.073], [0.093, -0.009, -0.025], [-0.037, -0.042, -0.058], [0.015, 0.098, 0.045], [-0.021, -0.032, -0.029], [0.055, -0.008, 0.079], [-0.021, 0.040, -0.048], [-0.020, 0.001, 0.006], [0.025, -0.086, 0.092], [-0.054, 0.375, -0.487], [0.042, 0.201, 0.096], [0.183, 0.146, -0.130], [-0.019, 0.004, 0.008], [-0.054, -0.027, -0.010], [-0.098, 0.107, -0.088], [0.089, 0.093, 0.040], [-0.009, 0.001, 0.005], [-0.031, -0.015, -0.071], [0.006, -0.013, 0.000], [-0.003, -0.119, -0.107], [-1.837, -0.708, 0.622], [0.007, -0.032, 0.055], [0.037, -0.015, -0.029]],
  "e_tot_ev": -153108.1366,
  "lumo_ev": [3.73, 3.73],
  "orbital_gap_ev": [4.305, 4.310],
  "e_homo_ev": [-0.58, -0.58],
  "e_above_lowest_kcal_mol": 0.0,
  "charge": -2
}